Record 1
{"formula": "ClH26O17", "method": "ωB97M-V with the def2-TZVPD basis set", "symbols": ["Cl", "O", "O", "O", "O", "O", "O", "O", "O", "O", "O", "O", "O", "O", "O", "O", "O", "O", "H", "H", "H", "H", "H", "H", "H", "H", "H", "H", "H", "H", "H", "H", "H", "H", "H", "H", "H", "H", "H", "H", "H", "H", "H", "H"], "positions_angstrom": [[1.146794, -0.121119, -0.423345], [2.218370, 2.292182, 2.808266], [0.169375, -0.594791, 0.600498], [0.401487, 0.640122, -1.525459], [0.786898, 1.571024, -3.973052], [-1.855061, 0.890238, -3.262117], [0.936267, -3.061428, 2.769747], [1.706555, -0.441019, 3.448675], [-1.950886, -1.513680, 1.695553], [-1.136117, 0.581698, 3.282818], [-0.246441, 2.233831, 1.333459], [-0.411192, -3.502277, 0.411810], [1.926707, -1.254489, -1.006341], [-1.633246, -1.369873, -1.386671], [1.444079, 3.364894, -1.112453], [2.044589, 0.908887, 0.179985], [0.397326, -2.310078, -3.398714], [-2.134483, 1.710069, -0.475299], [-0.503976, 1.559213, 1.954345], [2.048436, 0.284776, 2.911424], [-1.283761, -3.644060, 0.069384], [-1.738581, 1.501642, -1.304065], [2.859040, 2.575864, 2.200111], [-0.278375, 0.195280, 3.549099], [0.650334, 3.315492, -1.569664], [-1.159143, -1.276480, 1.300136], [-2.107228, 1.066707, -4.155182], [0.601793, 2.473264, -3.622339], [-0.010718, -3.024601, -2.943417], [0.661395, -3.226614, 1.892173], [1.474451, 2.539365, -0.682429], [-0.625951, 1.979954, 0.463017], [1.616099, -1.242299, 2.958065], [-1.459566, -0.985480, -2.209560], [1.389389, 1.344782, -3.248564], [-1.837013, -2.424241, 1.966109], [-2.962998, 2.146169, -0.739687], [-1.193058, -0.777366, -0.763320], [-1.597915, -0.150356, 2.826049], [1.362955, 2.279170, 2.316492], [-0.132588, -2.778363, -0.111819], [1.153052, -2.059501, -2.865633], [-0.892319, 0.935501, -3.387799], [0.155225, -2.632012, 3.229717]], "forces_ev_per_a": [[0.908, 2.314, -0.651], [-1.718, -0.714, 1.273], [2.238, 0.577, -1.901], [1.215, -2.151, 2.195], [0.154, 1.547, 0.692], [0.438, -0.004, 0.342], [-0.558, 1.113, 2.861], [-0.259, 0.935, 1.223], [-3.106, -0.708, 1.744], [0.156, -0.468, 0.282], [0.671, 1.027, -1.113], [0.170, -1.409, 0.682], [-1.674, 1.843, 1.209], [-0.451, -1.319, 2.107], [2.085, 1.885, -0.087], [-1.117, -2.683, -0.850], [0.371, 0.679, -1.129], [-1.218, 0.651, 0.516], [-0.787, -0.714, 0.635], [0.065, 0.075, -0.149], [-0.847, -0.226, -0.214], [0.424, -0.574, -1.307], [1.181, 0.571, -1.401], [-0.082, 0.143, -0.057], [-2.415, 0.164, -1.172], [2.288, 0.566, -1.347], [-0.827, 0.136, -0.896], [-0.117, -0.533, -0.892], [-0.515, -0.776, 0.694], [-0.835, -0.398, -1.632], [0.359, -1.718, 1.254], [0.065, 0.362, 1.137], [0.188, -0.886, -0.893], [0.342, 0.892, -2.151], [0.051, -0.823, -0.129], [0.010, -0.188, -0.033], [0.450, -0.257, 0.363], [-0.549, -0.102, -0.090], [0.074, 0.271, 0.236], [0.511, 0.265, -0.093], [0.682, 1.472, -0.986], [0.130, 0.152, 0.347], [0.465, -0.150, 0.317], [1.384, -0.839, -0.935]], "homo_lumo_gap_ev": 9.86, "homo_ev": -7.33, "de_lowest_kj_mol": 43.1, "lumo_ev": 2.52, "total_charge": -1, "total_energy_ev": -47748.234}

=====

Record 2
{"formula": "C4H9NO", "method": "ωB97M-V with the def2-TZVPD basis set", "symbols": ["O", "N", "C", "C", "C", "C", "H", "H", "H", "H", "H", "H", "H", "H", "H"], "positions_angstrom": [[-0.639241, 0.483673, -1.448200], [1.583108, 0.070941, 0.033316], [2.566257, -0.595893, -0.345613], [1.096699, -0.084767, 1.456165], [-1.728647, 1.032902, -0.780637], [-2.836649, 0.312516, -0.626023], [-0.588598, -0.402760, -1.140807], [1.830445, 0.327813, 2.170991], [0.126504, 0.238953, 1.629129], [-1.601900, 1.984651, -0.241215], [2.580845, -0.902996, -1.441825], [1.082746, -1.228389, 1.655492], [-3.813713, 0.624262, -0.098275], [-3.010481, -0.700355, -1.088621], [3.352624, -1.160552, 0.266120]], "forces_ev_per_a": [[-0.467, 2.558, 0.681], [-0.515, -1.010, 2.119], [0.439, -1.605, -2.083], [2.471, -2.699, -0.131], [0.822, -0.230, 0.694], [-3.066, -1.485, 0.275], [0.058, -1.878, -0.120], [-0.418, 0.260, -0.457], [-1.644, 1.152, 0.006], [0.256, -0.207, -1.027], [0.439, 0.979, 1.040], [-0.033, 1.887, -0.346], [2.081, 0.090, -0.779], [0.710, 1.107, 0.367], [-1.132, 1.081, -0.239]], "homo_lumo_gap_ev": [10.73, 4.69], "homo_ev": [-14.81, -13.39], "de_lowest_kj_mol": 364.6, "lumo_ev": [-4.08, -8.70], "total_charge": 1, "multiplicity": 2, "total_energy_ev": -7819.516}